# 1
{
  "formula": "C38H31N3O5ReS",
  "method": "ωB97M-V with the def2-TZVPD basis set",
  "elements": ["Re", "O", "C", "C", "C", "C", "C", "C", "C", "N", "C", "C", "N", "C", "C", "C", "C", "C", "C", "C", "O", "H", "H", "H", "H", "H", "H", "H", "H", "H", "H", "H", "H", "H", "H", "C", "C", "C", "C", "C", "C", "C", "C", "C", "C", "C", "C", "C", "C", "C", "N", "H", "H", "H", "H", "H", "H", "H", "H", "H", "H", "C", "C", "C", "C", "C", "C", "C", "S", "O", "O", "O", "H", "H", "H", "H", "H", "H", "H"],
  "coordinates": [[-0.35, 0.17, 1.01], [0.54, -1.05, 2.23], [1.20, -1.95, 2.84], [2.62, -1.88, 2.95], [3.33, -2.88, 3.57], [2.69, -4.02, 4.05], [1.32, -4.12, 3.97], [0.55, -3.08, 3.44], [-0.89, -3.08, 3.44], [-1.50, -1.98, 3.33], [-2.91, -1.83, 3.19], [-3.14, -0.48, 2.48], [-2.41, -0.45, 1.22], [-3.13, -0.68, 0.16], [-2.70, -1.10, -1.13], [-3.63, -1.11, -2.19], [-3.35, -1.70, -3.39], [-2.13, -2.38, -3.55], [-1.20, -2.39, -2.56], [-1.39, -1.67, -1.34], [-0.45, -1.57, -0.49], [3.10, -1.00, 2.55], [4.40, -2.78, 3.68], [3.27, -4.82, 4.48], [0.81, -4.99, 4.36], [-1.40, -4.06, 3.54], [-3.38, -1.78, 4.18], [-3.37, -2.65, 2.62], [-2.77, 0.32, 3.14], [-4.21, -0.34, 2.31], [-4.22, -0.62, 0.27], [-4.58, -0.62, -2.04], [-4.07, -1.68, -4.19], [-1.93, -2.89, -4.48], [-0.25, -2.89, -2.69], [-1.41, 2.63, 4.53], [-2.15, 3.64, 3.95], [-2.29, 3.69, 2.57], [-1.70, 2.71, 1.78], [-0.94, 1.67, 2.36], [-0.82, 1.65, 3.75], [-1.77, 2.67, 0.33], [-2.49, 3.63, -0.41], [-2.50, 3.58, -1.77], [-1.72, 2.60, -2.42], [-1.64, 2.53, -3.82], [-0.82, 1.62, -4.43], [-0.04, 0.76, -3.64], [-0.12, 0.78, -2.28], [-1.00, 1.67, -1.62], [-1.11, 1.66, -0.26], [-1.31, 2.59, 5.60], [-2.62, 4.40, 4.56], [-2.88, 4.48, 2.14], [-0.28, 0.83, 4.20], [-3.03, 4.41, 0.11], [-3.05, 4.29, -2.37], [-2.22, 3.23, -4.40], [-0.76, 1.56, -5.50], [0.64, 0.07, -4.12], [0.50, 0.13, -1.69], [5.70, -1.12, -4.07], [4.87, -0.37, -3.08], [3.94, 0.57, -3.52], [3.19, 1.30, -2.62], [3.35, 1.07, -1.27], [4.26, 0.14, -0.81], [5.02, -0.58, -1.71], [2.33, 1.94, -0.08], [1.43, 2.82, -0.79], [3.21, 2.55, 0.88], [1.60, 0.77, 0.55], [5.16, -1.25, -5.00], [5.98, -2.10, -3.67], [6.62, -0.58, -4.30], [3.80, 0.71, -4.58], [2.49, 2.06, -2.93], [4.36, -0.01, 0.26], [5.73, -1.31, -1.36]],
  "homo_energy_ev": [-7.406, -7.225],
  "e_above_lowest_kcal_mol": 29.8,
  "multiplicity": 2,
  "lumo_energy_ev": [-1.5, -1.4]
}

---

# 2
{
  "formula": "C31H41F8N2O11PS",
  "method": "ωB97M-V with the def2-TZVPD basis set",
  "elements": ["N", "P", "N", "C", "C", "C", "C", "C", "C", "S", "C", "C", "C", "O", "C", "C", "C", "C", "O", "C", "C", "F", "F", "C", "F", "F", "C", "F", "F", "C", "F", "F", "C", "H", "H", "H", "H", "H", "H", "H", "H", "H", "H", "H", "H", "H", "H", "H", "H", "H", "C", "C", "O", "C", "O", "O", "C", "H", "H", "H", "H", "H", "H", "H", "H", "C", "C", "O", "C", "O", "O", "C", "H", "H", "H", "H", "H", "H", "H", "H", "C", "C", "O", "C", "O", "O", "C", "H", "H", "H", "H", "H", "H", "H", "H"],
  "coordinates": [[5.27, -1.50, -0.32], [4.34, -1.99, -1.55], [3.36, -0.71, -2.31], [3.02, -1.01, -3.76], [1.63, -1.83, -4.05], [1.15, -2.16, -5.58], [2.05, -1.68, -6.87], [3.46, -0.85, -6.64], [3.90, -0.54, -5.08], [5.48, 0.46, -4.70], [4.96, 1.45, -3.15], [5.50, 3.00, -2.86], [5.03, 3.83, -1.52], [5.41, 5.21, -1.18], [4.03, 3.02, -0.46], [3.49, 1.49, -0.73], [2.51, 0.71, 0.33], [1.04, 1.51, 0.30], [0.49, 1.60, -1.07], [-0.69, 0.75, -1.26], [-1.77, 1.52, -2.27], [-1.00, 2.49, -3.11], [-2.71, 2.35, -1.44], [-2.62, 0.49, -3.22], [-1.69, -0.09, -4.25], [-3.63, 1.33, -3.97], [-3.49, -0.65, -2.42], [-3.62, -0.43, -0.96], [-4.89, -0.63, -2.99], [-2.94, -2.19, -2.72], [-4.02, -3.12, -2.21], [-1.68, -2.46, -1.98], [3.94, 0.68, -2.12], [6.28, -1.74, -0.55], [3.39, -2.97, -1.01], [5.15, -2.59, -2.59], [0.99, -2.16, -3.13], [0.14, -2.74, -5.73], [1.67, -1.91, -7.96], [4.11, -0.47, -7.55], [6.21, 3.53, -3.64], [6.32, 5.26, -0.76], [3.68, 3.56, 0.52], [2.31, -0.42, 0.09], [2.97, 0.76, 1.43], [0.36, 0.95, 1.07], [1.30, 2.62, 0.63], [-1.29, 0.50, -0.28], [-0.38, -0.24, -1.80], [-2.83, -2.39, -3.89], [-7.20, -1.45, -0.93], [-8.03, -2.64, -0.47], [-7.31, -3.41, 0.51], [-7.31, -2.90, 1.76], [-7.85, -1.86, 2.12], [-6.56, -3.71, 2.55], [-6.39, -3.23, 3.88], [-6.22, -1.77, -1.28], [-7.71, -0.93, -1.75], [-7.04, -0.74, -0.12], [-8.21, -3.31, -1.32], [-9.01, -2.34, -0.09], [-7.36, -3.00, 4.35], [-5.74, -2.35, 3.88], [-5.91, -4.02, 4.47], [-7.08, -0.60, 10.04], [-8.46, -1.23, 10.13], [-9.32, -0.73, 9.10], [-9.13, -1.26, 7.86], [-8.31, -2.12, 7.57], [-9.99, -0.65, 7.00], [-9.83, -1.06, 5.65], [-7.16, 0.50, 10.03], [-6.46, -0.91, 10.88], [-6.58, -0.88, 9.11], [-8.92, -0.96, 11.08], [-8.41, -2.32, 10.09], [-9.87, -2.15, 5.55], [-8.89, -0.66, 5.25], [-10.65, -0.63, 5.06], [12.27, 3.36, 0.36], [10.89, 2.73, 0.45], [10.03, 3.23, -0.58], [10.22, 2.70, -1.81], [11.04, 1.84, -2.10], [9.36, 3.30, -2.67], [9.52, 2.90, -4.03], [12.19, 4.46, 0.36], [12.89, 3.05, 1.21], [12.78, 3.08, -0.56], [10.43, 3.00, 1.41], [10.94, 1.64, 0.42], [9.49, 1.81, -4.13], [10.47, 3.30, -4.42], [8.70, 3.33, -4.61]],
  "smiles": "N=[PH2]N1c2ccccc2Sc2cc(O)cc(CCOCC(F)(F)C(F)(F)C(F)(F)C(F)F)c21.CCOC(=O)OC.CCOC(=O)OC.CCOC(=O)OC",
  "homo_energy_ev": -8.084,
  "lumo_energy_ev": -0.4
}

---

# 3
{
  "formula": "C10H27N3O3Si",
  "method": "ωB97M-V with the def2-TZVPD basis set",
  "elements": ["O", "O", "O", "N", "N", "N", "C", "C", "C", "C", "C", "C", "C", "C", "C", "C", "Si", "H", "H", "H", "H", "H", "H", "H", "H", "H", "H", "H", "H", "H", "H", "H", "H", "H", "H", "H", "H", "H", "H", "H", "H", "H", "H", "H"],
  "coordinates": [[3.16, 0.10, -1.55], [1.74, -1.03, 0.46], [3.22, 1.27, 0.93], [-0.39, -2.78, -0.77], [-3.64, -0.92, -0.75], [-2.51, 1.63, -0.34], [4.03, -0.94, -1.23], [2.18, -1.40, 1.74], [4.12, 2.17, 0.40], [-1.69, -2.33, -1.23], [-2.55, -1.70, -0.16], [-4.32, 0.04, 0.08], [-3.32, 1.01, 0.68], [-1.41, 2.48, 0.16], [-0.15, 1.73, 0.61], [0.60, 1.15, -0.57], [2.29, 0.45, -0.17], [0.18, -2.04, -0.33], [-0.51, -3.49, -0.02], [-4.29, -1.54, -1.20], [-2.19, 0.92, -1.00], [4.60, -1.30, -2.08], [4.72, -0.62, -0.44], [3.38, -1.78, -0.90], [3.27, -1.26, 1.84], [1.98, -2.48, 1.83], [1.65, -0.82, 2.50], [5.12, 1.83, 0.52], [3.99, 3.14, 0.98], [3.86, 2.39, -0.62], [-1.54, -1.58, -2.02], [-2.22, -3.14, -1.73], [-1.89, -1.09, 0.46], [-2.96, -2.48, 0.51], [-5.05, 0.55, -0.57], [-4.90, -0.52, 0.81], [-2.67, 0.52, 1.43], [-3.83, 1.81, 1.24], [-1.19, 3.25, -0.61], [-1.85, 3.09, 1.00], [-0.34, 0.96, 1.37], [0.52, 2.46, 1.11], [-0.02, 0.39, -1.03], [0.79, 1.92, -1.31]],
  "homo_energy_ev": -8.379,
  "e_above_lowest_kcal_mol": 0.0,
  "lumo_energy_ev": 0.8
}

---

# 4
{
  "formula": "C31H41ClIrN3O5PS2",
  "method": "ωB97M-V with the def2-TZVPD basis set",
  "elements": ["Ir", "Cl", "C", "C", "C", "C", "C", "C", "P", "C", "C", "C", "C", "C", "C", "C", "C", "C", "C", "C", "C", "H", "H", "H", "H", "H", "H", "H", "H", "H", "H", "H", "H", "H", "H", "O", "S", "O", "O", "O", "C", "C", "N", "C", "N", "C", "C", "C", "N", "C", "H", "H", "H", "H", "H", "H", "H", "H", "H", "H", "H", "H", "H", "C", "C", "C", "S", "O", "C", "C", "C", "H", "H", "H", "H", "H", "H", "H", "H", "H", "H", "H", "H", "H", "H"],
  "coordinates": [[-0.33, 0.51, 0.43], [-2.66, -1.02, -0.11], [-3.13, -1.64, 1.45], [-4.44, -2.03, 1.69], [-4.78, -2.50, 2.95], [-3.83, -2.56, 3.96], [-2.53, -2.18, 3.72], [-2.16, -1.73, 2.45], [-0.46, -1.28, 2.03], [0.22, -2.76, 1.23], [-0.47, -3.97, 1.18], [0.08, -5.04, 0.49], [1.29, -4.90, -0.17], [1.97, -3.69, -0.13], [1.44, -2.62, 0.56], [0.41, -1.01, 3.59], [0.01, 0.08, 4.37], [0.66, 0.36, 5.55], [1.73, -0.42, 5.96], [2.14, -1.49, 5.18], [1.49, -1.79, 4.00], [-5.18, -1.97, 0.91], [-5.79, -2.80, 3.14], [-4.11, -2.92, 4.94], [-1.78, -2.22, 4.50], [-1.41, -4.09, 1.69], [-0.44, -5.98, 0.45], [1.71, -5.73, -0.72], [2.91, -3.58, -0.66], [1.96, -1.67, 0.60], [-0.82, 0.69, 4.03], [0.34, 1.20, 6.15], [2.25, -0.19, 6.87], [2.96, -2.11, 5.51], [1.81, -2.63, 3.40], [-0.78, 3.26, -2.23], [0.00, 2.57, -1.20], [1.32, 3.07, -1.00], [-0.77, 2.53, 0.08], [0.08, 1.12, -1.67], [4.72, 1.35, -1.80], [3.60, 0.35, -2.07], [2.67, 0.30, -0.95], [2.85, 1.02, 0.18], [1.78, 1.16, 0.97], [1.81, 2.09, 2.06], [3.02, 3.02, 2.00], [4.27, 2.18, 1.75], [4.07, 1.43, 0.53], [5.18, 1.17, -0.36], [4.34, 2.37, -1.93], [5.54, 1.19, -2.49], [4.02, -0.65, -2.21], [3.05, 0.62, -2.97], [1.70, 0.24, -1.22], [1.78, 1.52, 3.00], [0.88, 2.67, 2.00], [3.10, 3.58, 2.93], [2.88, 3.70, 1.17], [4.47, 1.50, 2.59], [5.14, 2.83, 1.62], [5.54, 0.14, -0.21], [6.00, 1.85, -0.12], [-4.67, 3.08, -2.50], [-3.59, 3.57, -3.45], [-2.93, 2.46, -4.23], [-1.73, 1.50, -3.18], [-2.52, 0.76, -2.23], [-1.03, 0.27, -4.43], [-1.86, -0.96, -4.70], [-3.04, -0.74, -5.64], [-5.16, 3.92, -2.02], [-4.23, 2.45, -1.72], [-5.43, 2.50, -3.02], [-2.80, 4.10, -2.89], [-4.01, 4.28, -4.16], [-2.31, 2.84, -5.03], [-3.65, 1.73, -4.60], [-0.07, 0.02, -3.99], [-0.87, 0.88, -5.32], [-2.21, -1.37, -3.75], [-1.19, -1.70, -5.16], [-3.88, -0.27, -5.12], [-3.39, -1.69, -6.02], [-2.75, -0.12, -6.48]],
  "charge": 2,
  "homo_energy_ev": [-13.343, -14.204],
  "multiplicity": 6,
  "lumo_energy_ev": [-4.4, -8.5]
}